ORCA calculation (the ωB97M-V functional and the def2-TZVPD basis) on C21H15AuNO2S3 as an isolated structure.

Geometry as ORCA input:
```
! wB97M-V def2-TZVPD RIJCOSX def2/J DEFGRID3
* xyz -1 3
C 0.91448 -2.16617 -2.99903
C 0.86498 -2.43137 1.05057
S 1.03958 3.22193 -2.46883
N -0.06582 -1.28577 -2.87253
C -0.70592 2.04883 0.41307
C -1.32742 -1.69187 -2.86313
C -1.54002 2.82093 4.51237
H -0.99642 4.39403 1.57517
H -0.75162 -1.57787 -0.05653
C -0.03872 1.01273 -0.05853
H -2.70892 -3.29517 -2.97653
H 1.91908 -1.76387 -2.99193
S 3.96228 3.51163 -2.61933
C -0.64782 -3.96327 -3.13513
H 0.47158 -3.43607 0.98057
S 2.69818 0.85753 -2.50723
C -1.37202 3.85943 3.61117
C 2.06408 -2.19587 1.70797
C -2.42882 -0.62067 -2.74263
C -1.44332 1.50973 4.07277
H -1.04072 2.83203 -0.25383
C 0.16918 -1.39137 0.47637
H -1.74272 3.02893 5.55437
C 2.54648 -0.89887 1.81217
C 2.61538 2.56443 -2.53293
C -1.12312 3.58663 2.28037
C 0.64168 -0.07387 0.57237
O -3.58292 -1.00787 -2.86423
C 1.84728 0.15113 1.25677
H 2.21288 1.16343 1.34287
H 2.62268 -3.02507 2.11787
C -1.66122 -3.03487 -2.98643
H -0.87352 -5.01457 -3.25243
H 1.48758 -4.20867 -3.26453
H 3.48038 -0.70707 2.32317
C -1.17532 1.23553 2.74457
H -1.57702 0.69283 4.76937
H -1.43522 4.88593 3.94767
Au 0.17328 0.88583 -2.23393
C -1.00872 2.27203 1.83027
H -1.10762 0.21153 2.41027
C 0.66758 -3.51867 -3.14273
O -2.04352 0.56183 -2.53953
*
```

Computed properties:
LUMO level (alpha / beta) ... 2.60 / 1.47 eV
Strongest force on any atom ... 0.8 eV/Å
Energy above the lowest of the compared OMol25 structures with the same formula, charge and spin ... 0.0 kJ/mol
Electronic energy ... -63804.4945 eV
HOMO level (alpha / beta) ... -4.2 / -5.0 eV
Molecular weight ... 606.52 g/mol
Kohn-Sham gap (alpha / beta) ... 6.8 / 6.5 eV

Charges in e, computed with Löwdin, in the same order as the atoms: number 1, C, carries -0.137; number 2, C, carries -0.095; number 3, S, carries 0.492; number 4, N, carries 0.009; number 5, C, carries -0.092; number 6, C, carries -0.192; number 7, C, carries -0.112; number 8, H, carries 0.111; number 9, H, carries 0.110; number 10, C, carries -0.176; number 11, H, carries 0.114; number 12, H, carries 0.069; number 13, S, carries 0.422; number 14, C, carries -0.060; number 15, H, carries 0.098; number 16, S, carries 0.482; number 17, C, carries -0.100; number 18, C, carries -0.103; number 19, C, carries -0.650; number 20, C, carries -0.090; number 21, H, carries 0.087; number 22, C, carries -0.057; number 23, H, carries 0.092; number 24, C, carries -0.087; number 25, C, carries -1.926; number 26, C, carries -0.042; number 27, C, carries -0.288; number 28, O, carries 0.016; number 29, C, carries -0.031; number 30, H, carries 0.124; number 31, H, carries 0.091; number 32, C, carries -0.003; number 33, H, carries 0.102; number 34, H, carries 0.099; number 35, H, carries 0.099; number 36, C, carries -0.026; number 37, H, carries 0.097; number 38, H, carries 0.096; number 39, Au, carries 0.734; number 40, C, carries -0.210; number 41, H, carries 0.109; number 42, C, carries -0.060; number 43, O, carries -0.118